ORCA calculation (wB97M-V/def2-TZVPD) on a structure of composition C7H8O2 at a distorted geometry.

Its multiplicity is 1. The calculation puts the frontier orbital gap at 10.02 eV. As for the net charge: 0. Its energy is -421.9380 a.u. The value obtained for the relative energy (zero: lowest compared OMol25 entry of this formula, charge and spin) is 197.0 kJ/mol.

Geometry (Å):
1 C 2.0779 -0.1447 -0.0659
2 C 0.6536 -0.0268 -0.0473
3 C -0.1230 0.8525 -1.0500
4 C -1.2073 0.7508 0.0544
5 C -0.1271 0.7432 1.1780
6 C -1.6167 -0.7325 -0.0991
7 C -0.1486 -1.3733 -0.1793
8 H 2.6719 0.7923 -0.1736
9 H 0.3405 1.8966 -1.0445
10 H -0.3106 0.3749 -2.0329
11 H -2.1233 1.3473 0.2017
12 H 0.2696 1.7423 1.3581
13 H -0.4340 0.1149 2.0019
14 H -0.0785 -2.0070 0.6565
15 H 0.0879 -1.9307 -1.0942
16 O 2.7074 -1.1727 0.2041
17 O -2.6398 -1.2272 0.1321

Cartesian forces, eV/Å:
3.43 -1.28 1.43
-2.38 -1.20 0.32
0.69 1.51 0.90
-2.12 0.32 -0.20
-0.01 -1.22 -2.87
5.14 1.71 0.86
-0.95 1.41 -0.94
-0.29 -0.09 -0.29
-0.72 -1.32 -0.56
0.11 0.71 0.46
0.57 0.25 -0.49
-0.04 -0.25 0.28
0.52 0.21 0.57
0.39 -0.95 1.05
-0.08 0.21 0.21
-1.25 1.52 -0.75
-3.00 -1.53 0.01

Here are the natural (NBO) charges for atoms 1 to 8, given in e: number 1, C, carries 0.42; number 2, C, carries -0.16; number 3, C, carries -0.39; number 4, C, carries -0.33; number 5, C, carries -0.36; number 6, C, carries 0.63; number 7, C, carries -0.51; number 8, H, carries 0.12



ORCA calculation (wB97M-V/def2-TZVPD) on a structure of composition C7H8O2 at a distorted geometry.

Its multiplicity is 1. The calculation puts the frontier orbital gap at 10.11 eV. As for the net charge: 0. Its energy is -421.9347 a.u. The value obtained for the relative energy (zero: lowest compared OMol25 entry of this formula, charge and spin) is 205.6 kJ/mol.

Geometry (Å):
1 C 0.8053 1.5668 1.6659
2 C 0.4282 0.6811 0.5407
3 C 1.1386 -0.0681 -0.2863
4 C 0.1140 -0.9014 -0.9942
5 C -0.9633 0.0988 -1.2810
6 C -1.0111 0.2260 0.2729
7 C -0.6931 -1.3183 0.2992
8 H 1.8964 1.8237 1.5839
9 H 0.1678 2.4771 1.6160
10 H 0.6338 1.1118 2.6817
11 H 2.2009 -0.2308 -0.3391
12 H 0.0313 -2.5842 -1.9119
13 H -1.8571 -0.3315 -1.6667
14 H -0.7108 0.9610 -1.9059
15 H -1.8692 0.6310 0.7815
16 O 0.6199 -1.8140 -1.9387
17 O -0.9315 -2.3289 0.8820

Cartesian forces, eV/Å:
0.55 0.56 0.57
-0.96 0.15 1.15
0.63 -0.32 -0.26
1.40 -1.63 -0.77
-0.66 0.48 0.21
0.09 0.24 -0.04
0.08 -0.02 -0.87
-1.07 -0.03 0.19
0.65 -0.35 0.17
0.10 0.23 -1.02
0.14 0.06 -0.05
0.26 0.16 -0.15
-0.87 -0.61 -0.31
0.28 0.02 0.51
-0.04 0.33 0.26
-0.55 0.06 0.47
-0.03 0.66 -0.05

Here are the natural (NBO) charges for atoms 1 to 8, given in e: number 1, C, carries -0.64; number 2, C, carries 0.03; number 3, C, carries -0.21; number 4, C, carries 0.10; number 5, C, carries -0.38; number 6, C, carries -0.36; number 7, C, carries 0.62; number 8, H, carries 0.23



ORCA calculation (wB97M-V/def2-TZVPD) on an isolated molecule of C7H8O2S at a distorted geometry.

Its multiplicity is 1. The calculation puts the frontier orbital gap at 10.02 eV. As for the structure (SMILES): CS(=O)(=O)c1ccccc1. As for the net charge: 0. Its energy is -820.0781 a.u. The value obtained for the relative energy (zero: lowest compared OMol25 entry of this formula, charge and spin) is 282.6 kJ/mol.

Geometry (Å):
1 C 0.4630 2.5638 0.6671
2 S -0.5490 1.3176 -0.0861
3 O -1.7020 1.2502 0.7495
4 O -0.7971 1.5566 -1.4532
5 C 0.3778 -0.2037 -0.0651
6 C -0.3286 -0.9958 0.8625
7 C -0.0713 -2.4012 1.0424
8 C 0.9045 -2.9488 0.2120
9 C 1.5258 -2.0861 -0.8559
10 C 1.0881 -0.8446 -1.0675
11 H 0.6861 2.2790 1.7747
12 H 0.1030 3.6660 0.5613
13 H 1.3691 2.6371 -0.0091
14 H -1.3227 -0.4424 1.4387
15 H -0.8226 -2.9558 1.7854
16 H 1.1523 -3.9722 0.1735
17 H 2.3327 -2.7944 -1.4251
18 H 1.5236 -0.4552 -2.0649

Cartesian forces, eV/Å:
1.74 1.62 0.08
0.34 0.92 0.03
-0.82 -0.04 0.97
0.17 0.91 -2.24
-3.39 -0.85 1.94
-1.57 -0.15 1.89
-1.44 0.45 0.30
-0.05 3.04 -1.18
0.63 -6.61 2.06
2.74 1.92 -2.90
-0.28 0.55 -2.18
-0.29 -2.25 0.38
-0.48 -0.51 1.18
3.47 -1.94 -1.50
2.19 0.93 -1.82
0.28 -1.03 0.32
-2.16 2.61 0.69
-1.09 0.43 1.99

Here are the natural (NBO) charges for atoms 1 to 8, given in e: number 1, C, carries -0.92; number 2, S, carries 2.22; number 3, O, carries -0.95; number 4, O, carries -0.95; number 5, C, carries -0.39; number 6, C, carries -0.18; number 7, C, carries -0.25; number 8, C, carries -0.17



ORCA calculation (wB97M-V/def2-TZVPD) on an isolated molecule of C7H8O3S at a distorted geometry.

Its multiplicity is 1. The calculation puts the frontier orbital gap (alpha / beta) at 7.04 / 7.05 eV. As for the net charge: 0. Its energy is -895.2071 a.u. The value obtained for the relative energy (zero: lowest compared OMol25 entry of this formula, charge and spin) is 612.3 kJ/mol.

Geometry (Å):
1 C -0.5356 -0.5757 -1.7855
2 C -0.7721 -1.0124 -0.5969
3 C 1.5171 0.6242 -0.8036
4 C 1.1953 -0.1780 0.4828
5 C -0.6286 1.1656 -0.0211
6 C 0.0486 0.8024 -1.3955
7 C -0.3544 -0.1758 0.5662
8 O -2.4844 -0.6607 2.0707
9 O -0.2967 -1.2164 3.1359
10 O -0.9992 -2.4364 1.2295
11 S -1.1265 -1.1233 1.9487
12 H -0.5707 -1.0808 -2.7246
13 H 1.8211 1.5336 -0.5528
14 H 2.1032 0.2852 -1.5995
15 H 1.6018 -1.2872 0.5068
16 H 1.4628 0.2161 1.5454
17 H -0.1160 2.0499 0.3485
18 H -1.7656 1.4688 -0.0769
19 H -0.1003 1.6009 -2.2779

Cartesian forces, eV/Å:
-0.12 -1.36 -0.57
0.16 0.99 2.38
-3.51 -2.88 -0.35
1.42 -2.69 2.28
-3.32 1.82 -1.41
-0.33 2.29 -0.81
0.37 -1.19 0.69
0.53 0.19 -0.10
-0.44 0.89 -0.80
-0.06 0.19 -2.27
0.31 -0.16 0.81
0.07 0.16 -0.53
1.42 4.04 0.96
1.41 -1.30 -0.53
-0.80 2.25 -0.22
0.23 -0.11 -2.14
0.17 -0.31 0.61
2.11 -0.95 -0.05
0.38 -1.87 2.04

Here are the natural (NBO) charges for atoms 1 to 8, given in e: number 1, C, carries -0.35; number 2, C, carries 0.55; number 3, C, carries -0.41; number 4, C, carries -0.42; number 5, C, carries -0.39; number 6, C, carries -0.17; number 7, C, carries -0.45; number 8, O, carries -0.94



ORCA calculation (wB97M-V/def2-TZVPD) on an isolated molecule of C7H8O4 at a distorted geometry.

Its multiplicity is 1. The calculation puts the frontier orbital gap at 9.58 eV. As for the structure (SMILES): O=C1C=C[C@H](O)[C@@]2(CO)O[C@H]12. As for the net charge: 0. Its energy is -572.3525 a.u. The value obtained for the relative energy (zero: lowest compared OMol25 entry of this formula, charge and spin) is 393.0 kJ/mol.

Geometry (Å):
1 O -2.9715 0.0805 0.4316
2 C -1.8928 -0.3878 0.1240
3 C -0.9726 -1.1686 1.0128
4 C 0.3978 -1.2040 0.7674
5 C 1.0863 -0.5909 -0.3792
6 O 2.3037 0.0864 -0.0268
7 C -0.0070 0.3867 -0.9084
8 C -0.0937 1.7297 -0.1633
9 O 0.4133 1.7689 1.1179
10 O -0.6905 0.5056 -2.1242
11 C -1.1314 -0.4384 -1.1760
12 H -1.3625 -1.4610 1.9805
13 H 1.0194 -1.8235 1.4105
14 H 1.3424 -1.3667 -1.1239
15 H 2.8241 -0.5534 0.4588
16 H -1.1387 2.0019 -0.1610
17 H 0.4863 2.4578 -0.7598
18 H 1.3369 1.4383 1.0366
19 H -0.9498 -1.4614 -1.5175

Cartesian forces, eV/Å:
1.26 -0.25 -0.12
-1.63 -0.35 -0.47
2.55 0.88 0.33
-2.86 -1.11 1.46
0.29 1.16 -2.11
-0.57 -0.12 0.00
2.81 0.42 1.21
0.33 0.08 -1.05
0.96 -0.65 0.99
-0.06 0.20 -0.88
-1.77 -0.93 -0.01
-0.01 -0.47 -0.18
-0.04 0.26 0.30
-0.31 0.23 0.02
0.48 -0.06 0.21
-0.28 0.39 0.11
-0.50 -0.28 -0.34
-0.69 0.38 0.32
0.03 0.21 0.20

Here are the natural (NBO) charges for atoms 1 to 8, given in e: number 1, O, carries -0.50; number 2, C, carries 0.52; number 3, C, carries -0.28; number 4, C, carries -0.14; number 5, C, carries 0.01; number 6, O, carries -0.72; number 7, C, carries 0.19; number 8, C, carries -0.09



ORCA calculation (wB97M-V/def2-TZVPD) on the ion C7H9BClN2O3 with charge +1 at a distorted geometry.

Its multiplicity is 1. The calculation puts the frontier orbital gap at 7.62 eV. As for the structure (SMILES): C[n+]1ccc(C(=O)O)c(Cl)c1B(N)O. As for the net charge: +1. Its energy is -1091.9001 a.u.

Geometry (Å):
1 C 1.1616 -2.7062 0.5846
2 N 0.2866 -1.4999 0.3245
3 C -1.2273 -1.7037 0.5417
4 C -2.3613 -0.5338 0.3521
5 C -1.8469 0.9595 -0.0988
6 C -2.7871 2.2836 -0.3240
7 O -2.8061 3.1919 0.6910
8 O -3.6218 2.5809 -1.4988
9 C -0.2063 1.1670 -0.3402
10 Cl 0.3924 2.8670 -0.8948
11 C 0.8332 -0.1173 -0.0867
12 B 2.4465 0.1706 -0.2961
13 N 3.2543 1.2395 0.4535
14 O 3.1887 -0.7049 -1.2570
15 H 2.0872 -2.8129 -0.1234
16 H 1.5063 -2.7441 1.7216
17 H 0.5189 -3.7002 0.4307
18 H -1.6288 -2.7714 0.8938
19 H -3.5164 -0.6974 0.5148
20 H -4.2376 3.3330 -1.1849
21 H 3.2047 2.1029 -0.1472
22 H 2.8730 1.4152 1.4091
23 H 2.4861 -1.3192 -1.6657

Cartesian forces, eV/Å:
0.44 -2.10 0.85
-4.02 3.42 -0.61
-0.38 3.09 -0.62
4.47 1.40 -0.88
2.71 -2.54 -0.52
-1.67 5.64 4.24
0.44 -6.35 -6.43
1.84 -0.88 3.84
-1.87 -3.16 1.23
-1.05 -3.50 1.09
-4.15 0.44 0.42
3.12 -0.81 -0.83
-2.63 -1.28 -1.47
-4.18 1.15 1.83
-1.88 0.68 1.40
-0.64 0.41 -2.52
1.24 2.43 0.20
1.39 2.56 -0.93
2.75 0.08 -0.29
1.51 -1.37 -0.38
0.47 -0.90 1.12
0.31 0.25 -1.25
1.78 1.34 0.52

Here are the natural (NBO) charges for atoms 1 to 8, given in e: number 1, C, carries -0.46; number 2, N, carries -0.34; number 3, C, carries 0.08; number 4, C, carries -0.19; number 5, C, carries -0.01; number 6, C, carries 0.72; number 7, O, carries -0.52; number 8, O, carries -0.66